(1)
Entry from the Open Molecules 2025 dataset: a 7-piece molecular cluster, C33H84N4O11 overall at a distorted geometry (ωB97M-V/def2-TZVPD).

Output
Kohn-Sham gap ... 9.36 eV
E_LUMO ... 0.0246 Ha
E_HOMO ... -8.692 eV
Energy above the lowest of the compared OMol25 structures with the same formula, charge and spin ... 41.0 kcal per mole

Cartesian coordinates (Å):
1 C -18.7518 7.9349 15.9800
2 O -19.2623 8.9124 16.9347
3 C -19.3314 10.2437 16.3968
4 C -19.9731 11.1687 17.4960
5 N -21.2762 10.7136 17.9337
6 C -21.9131 11.5304 18.9610
7 C -21.2809 11.3272 20.3299
8 O -21.5910 9.9895 20.8019
9 C -20.9607 9.5009 21.9622
10 H -18.5645 6.9809 16.4728
11 H -17.8031 8.2754 15.5652
12 H -19.4533 7.7401 15.1688
13 H -19.8790 10.3221 15.4577
14 H -18.2894 10.4886 16.1906
15 H -19.9461 12.1866 17.1072
16 H -19.2547 11.2109 18.3147
17 H -21.1700 9.7583 18.2439
18 H -22.9932 11.3996 19.0273
19 H -21.8419 12.6070 18.8062
20 H -21.5699 12.1274 21.0113
21 H -20.2039 11.4674 20.2375
22 H -21.0979 8.4262 22.0818
23 H -21.4451 9.8588 22.8707
24 H -19.8837 9.6652 21.9938
25 C -30.7268 13.0909 26.2503
26 O -31.4858 11.9997 25.7979
27 C -31.5185 11.7675 24.3752
28 C -30.1012 11.3198 23.8254
29 N -29.8932 11.7105 22.3827
30 C -28.7654 11.0118 21.7599
31 C -27.3785 11.2008 22.3774
32 O -26.4020 10.4049 21.7746
33 C -25.0858 10.4449 22.2529
34 H -31.1453 13.9078 25.6624
35 H -29.6483 13.0541 26.0965
36 H -31.0337 13.2786 27.2792
37 H -31.8813 12.6346 23.8232
38 H -32.2388 10.9529 24.3000
39 H -30.2454 10.2461 23.9460
40 H -29.3086 11.5877 24.5240
41 H -30.7291 11.4271 21.8917
42 H -28.7522 11.3509 20.7241
43 H -29.0581 9.9632 21.8122
44 H -27.3812 10.9570 23.4397
45 H -27.1100 12.2542 22.2980
46 H -24.4833 9.7508 21.6669
47 H -25.0948 10.1518 23.3027
48 H -24.6511 11.4439 22.2213
49 C -22.7062 8.3092 16.4844
50 O -24.0702 8.1417 16.9896
51 C -24.3967 8.9315 18.1244
52 C -25.8463 8.8796 18.5290
53 N -26.2215 7.5989 19.2179
54 C -27.6198 7.7282 19.5818
55 C -28.0645 6.3622 20.1085
56 O -28.0489 5.3900 19.0246
57 C -28.3502 4.0592 19.4673
58 H -22.5158 7.6415 15.6441
59 H -21.8998 8.0622 17.1750
60 H -22.5699 9.3296 16.1263
61 H -24.0528 9.9434 17.9099
62 H -23.7977 8.6769 18.9987
63 H -26.4232 9.0108 17.6135
64 H -26.0545 9.7254 19.1842
65 H -26.1080 6.8790 18.5187
66 H -28.1707 7.8195 18.6457
67 H -27.8496 8.4839 20.3330
68 H -29.0784 6.4483 20.4992
69 H -27.4335 5.9812 20.9115
70 H -28.7337 3.4147 18.6763
71 H -29.2285 4.0553 20.1129
72 H -27.5098 3.5803 19.9697
73 C -24.3592 7.4825 25.5769
74 O -23.3627 7.3628 26.6149
75 C -22.0993 7.2337 26.0652
76 C -20.9364 7.2983 27.0879
77 N -20.9578 6.1223 27.9393
78 C -19.7110 5.8611 28.6279
79 C -20.0528 5.1181 29.9382
80 O -20.6274 5.9010 30.9523
81 C -21.0589 5.2167 32.1025
82 H -24.0514 8.1929 24.8097
83 H -25.2544 7.8961 26.0412
84 H -24.6517 6.5331 25.1285
85 H -21.8098 7.9711 25.3165
86 H -22.1603 6.2588 25.5814
87 H -20.8754 8.2370 27.6387
88 H -20.0008 7.3037 26.5286
89 H -21.6548 6.2755 28.6540
90 H -19.0852 6.7389 28.7890
91 H -19.2265 5.1483 27.9606
92 H -19.1245 4.6364 30.2452
93 H -20.7682 4.3319 29.6968
94 H -20.2348 4.6656 32.5556
95 H -21.8394 4.5003 31.8462
96 H -21.4978 5.8490 32.8743
97 C -25.0138 0.4320 20.1100
98 C -26.1944 1.1408 19.3130
99 C -25.7000 2.2528 18.3313
100 O -26.9242 0.1807 18.6297
101 H -25.4296 -0.3105 20.7911
102 H -24.3926 1.0505 20.7579
103 H -24.3855 -0.1260 19.4156
104 H -26.9631 1.4437 20.0240
105 H -24.7684 2.0488 17.8035
106 H -25.5624 3.1917 18.8676
107 H -26.4481 2.2972 17.5399
108 H -26.3005 -0.4734 18.3062
109 C -22.7784 6.0574 22.5867
110 C -23.4817 6.5550 21.2891
111 C -23.4946 5.5287 20.1512
112 O -24.7913 7.0144 21.6510
113 H -21.7191 5.8744 22.4068
114 H -23.1984 5.1692 23.0587
115 H -22.8860 6.8551 23.3217
116 H -23.0380 7.4790 20.9184
117 H -24.0870 4.6327 20.3368
118 H -22.4514 5.2244 20.0664
119 H -23.8795 6.0158 19.2553
120 H -25.2164 7.5202 20.9545
121 C -26.2938 3.3394 22.8148
122 C -27.5144 3.3245 23.6852
123 C -28.6886 2.5002 23.1545
124 O -27.1409 2.8660 24.9547
125 H -25.4246 3.8160 23.2681
126 H -26.4038 3.9716 21.9338
127 H -26.0302 2.3768 22.3768
128 H -27.8312 4.3641 23.7695
129 H -28.3097 1.5184 22.8706
130 H -29.0856 2.9116 22.2265
131 H -29.4756 2.4217 23.9045
132 H -27.9303 3.0767 25.4587

(2)
Entry from the Open Molecules 2025 dataset: C29H56N13S2Sr as an isolated structure at a distorted geometry (ωB97M-V/def2-TZVPD).

Output
Kohn-Sham gap ... 6.92 eV
E_LUMO ... -0.1014 Ha
E_HOMO ... -9.682 eV
Total charge ... +1
Energy above the lowest of the compared OMol25 structures with the same formula, charge and spin ... 0.0 kcal per mole

Cartesian coordinates (Å):
1 Sr 11.8601 13.4110 9.0307
2 C 12.1532 15.7937 14.1950
3 N 12.3115 16.8628 13.1318
4 C 13.3081 17.8458 13.5395
5 C 12.1059 16.4502 11.8134
6 N 12.3765 15.2644 11.3131
7 C 13.6428 14.6679 11.8558
8 C 14.0929 13.2936 11.3168
9 N 13.0720 12.2409 11.3541
10 C 12.6603 12.1299 12.8031
11 C 11.4994 11.2161 13.1506
12 N 10.3835 11.8101 12.4493
13 C 9.2625 11.1775 12.4079
14 N 9.1417 9.8091 12.8558
15 C 8.4840 8.8498 12.0264
16 C 9.2398 9.5372 14.2880
17 N 8.1164 11.7365 11.8076
18 C 8.2898 13.1366 11.4178
19 C 6.6939 11.3716 12.2220
20 C 13.5663 10.9244 10.7414
21 C 12.3856 10.2659 10.0674
22 N 12.3309 10.8041 8.6961
23 C 12.0381 9.9651 7.7151
24 N 11.2029 8.8777 7.9553
25 C 9.9294 9.1912 8.6109
26 C 11.5293 7.5139 7.5635
27 N 12.5022 10.1900 6.4810
28 C 13.8501 10.6189 6.3201
29 C 11.8416 9.7528 5.2949
30 N 11.4189 17.3308 10.9752
31 C 10.5400 18.3295 11.5570
32 C 10.8328 16.7626 9.8258
33 H 13.0394 15.1845 14.4561
34 H 11.7513 16.2389 15.0962
35 H 11.4706 15.1011 13.7519
36 H 13.3415 17.8045 14.6103
37 H 14.3112 17.6356 13.3143
38 H 13.0449 18.8138 13.0902
39 H 14.5525 15.2807 11.5772
40 H 13.7731 14.6734 12.9905
41 H 14.4085 13.3794 10.2599
42 H 14.9419 12.8587 11.8105
43 H 13.4436 11.8007 13.4393
44 H 12.3741 13.1218 13.0295
45 H 11.5294 10.1502 12.8808
46 H 11.2819 11.2763 14.2027
47 H 9.1016 7.9880 11.6833
48 H 7.4480 8.5644 12.4094
49 H 8.2378 9.2265 11.0609
50 H 10.0940 8.8822 14.6582
51 H 9.3900 10.4954 14.7601
52 H 8.3689 9.0600 14.7250
53 H 8.7476 13.2822 10.4874
54 H 7.3581 13.7297 11.4953
55 H 8.9032 13.6525 12.2580
56 H 6.1793 11.4362 11.1958
57 H 6.7408 10.4714 12.8253
58 H 6.3036 12.1756 12.8773
59 H 14.3693 11.0733 10.0222
60 H 14.0425 10.2717 11.5070
61 H 12.4138 9.2199 10.1364
62 H 11.4712 10.5200 10.6410
63 H 9.3671 9.8978 7.9717
64 H 9.4029 8.2739 8.7943
65 H 10.0658 9.7317 9.5404
66 H 11.1308 7.1586 6.6304
67 H 12.6451 7.2570 7.5598
68 H 11.1084 6.8378 8.2543
69 H 14.3699 10.0399 5.5700
70 H 13.7974 11.6760 6.0497
71 H 14.3681 10.5642 7.2958
72 H 12.5806 9.1647 4.6767
73 H 10.9483 9.1899 5.3903
74 H 11.6070 10.6608 4.7343
75 H 11.1145 18.9299 12.2741
76 H 10.0393 18.9073 10.7157
77 H 9.7565 17.9070 12.2135
78 H 10.2915 17.5002 9.2135
79 H 10.2035 15.9207 10.1599
80 H 11.6282 16.3012 9.2500
81 C 6.3423 12.8087 6.4737
82 S 7.5539 13.9800 5.7571
83 C 8.9864 13.6249 6.7042
84 S 9.1266 12.7550 8.1788
85 N 9.9864 14.2323 6.0346
86 N 11.1781 14.2527 6.6114
87 C 12.0892 14.6275 5.7832
88 C 13.5023 14.6964 6.2172
89 C 14.4617 15.3017 5.3636
90 C 15.7344 15.6400 5.7291
91 C 16.1617 15.2179 6.9916
92 C 15.1691 14.6226 7.7895
93 N 13.9335 14.2498 7.4254
94 H 5.6199 13.3021 7.1973
95 H 6.9525 12.1230 7.0094
96 H 5.8625 12.2625 5.6598
97 H 11.8126 15.0552 4.8230
98 H 14.0968 15.4396 4.3575
99 H 16.4487 16.2671 5.1602
100 H 17.1203 15.4470 7.3993
101 H 15.4818 14.3680 8.8036

(3)
Entry from the Open Molecules 2025 dataset: a 18-piece molecular cluster, C64H76F5N17O9P2S2 overall at a distorted geometry (ωB97M-V/def2-TZVPD).

Output
Kohn-Sham gap ... 6.91 eV
E_LUMO ... -0.0557 Ha
E_HOMO ... -8.431 eV
Energy above the lowest of the compared OMol25 structures with the same formula, charge and spin ... 0.0 kcal per mole

Cartesian coordinates (Å):
1 C 0.9971 -7.9475 -0.8091
2 C 1.3551 -6.8167 -0.9879
3 C 1.6936 -5.4237 -1.1694
4 C 3.0302 -5.1339 -1.5408
5 P 4.1551 -6.5682 -1.7197
6 O 3.7117 -7.5036 -2.7880
7 C 3.3803 -3.7829 -1.7564
8 P 5.1327 -3.3577 -2.2284
9 C 6.0118 -3.8234 -0.6558
10 O 5.6351 -4.4079 -3.3970
11 C 2.4312 -2.7461 -1.6027
12 C 2.8625 -1.3121 -1.8350
13 C 3.5249 -0.6595 -0.5859
14 C 4.9723 -0.1569 -0.8133
15 C 5.1536 1.2808 -0.2520
16 S 5.9753 1.2059 1.3316
17 O 6.2707 2.5370 1.7996
18 O 7.1854 0.4253 1.1946
19 O 4.9603 0.4160 2.2952
20 C 1.1147 -3.0501 -1.2219
21 C 0.7674 -4.4000 -0.9991
22 C -0.6336 -4.6964 -0.5616
23 O -0.9557 -5.6954 0.0294
24 C -1.7008 -3.6648 -0.8396
25 C -3.0283 -4.0719 -0.8181
26 C -4.0481 -3.1415 -1.0333
27 C -5.4950 -3.5622 -0.9602
28 F -5.5519 -4.7735 -0.3184
29 F -5.9711 -3.7551 -2.2268
30 C -6.3877 -2.5827 -0.2489
31 C -6.1954 -2.2692 1.0946
32 C -7.0348 -1.3856 1.7570
33 C -8.0986 -0.7704 1.0965
34 C -8.2796 -1.0770 -0.2565
35 C -9.4513 -0.4269 -0.9563
36 F -9.4457 -0.6072 -2.2776
37 F -10.6003 -0.9648 -0.4884
38 F -9.5143 0.8858 -0.7057
39 C -7.4441 -1.9641 -0.9226
40 C -3.6941 -1.8241 -1.3113
41 C -2.3676 -1.4225 -1.3319
42 S -2.1023 0.3070 -1.7332
43 C -1.5654 1.1760 -0.2444
44 O -1.1154 0.4105 -2.7909
45 O -3.3599 0.9338 -2.1239
46 C -1.3343 -2.3340 -1.0685
47 C 0.1145 -1.9463 -1.0147
48 O 0.4443 -0.8118 -0.7846
49 H 0.8100 -8.9957 -0.7985
50 H 4.1931 -7.2003 -0.4513
51 H 5.4680 -6.1253 -1.9556
52 H 5.6734 -3.0814 0.0756
53 H 5.7280 -4.7954 -0.2425
54 H 7.0911 -3.7358 -0.7662
55 H 5.7764 -3.8558 -4.1840
56 H 3.5773 -1.2824 -2.6523
57 H 2.0339 -0.6857 -2.1565
58 H 2.8986 0.1978 -0.3248
59 H 3.4640 -1.3293 0.2786
60 H 5.2242 -0.1057 -1.8722
61 H 5.6823 -0.8525 -0.3673
62 H 4.1985 1.8002 -0.1733
63 H 5.7808 1.8702 -0.9214
64 H 5.0852 -0.5267 2.1034
65 H -3.2792 -5.1066 -0.6300
66 H -5.3927 -2.7235 1.6668
67 H -6.9240 -1.1465 2.8070
68 H -8.7634 -0.0808 1.5982
69 H -7.6221 -2.1660 -1.9698
70 H -4.4708 -1.0941 -1.5152
71 H -2.3245 1.8682 0.0953
72 H -1.3136 0.4113 0.4921
73 H -0.6350 1.6598 -0.5312
74 C -2.5368 4.8196 -1.6256
75 C -1.7709 4.4208 -0.4573
76 N -1.1558 4.0920 0.4545
77 H -2.9234 5.8311 -1.5213
78 H -1.9226 4.7925 -2.5255
79 H -3.3862 4.1581 -1.7848
80 C 8.4645 -5.2001 -5.6810
81 C 7.3970 -4.2462 -5.9319
82 N 6.5460 -3.5010 -6.1286
83 H 8.1839 -6.1947 -6.0237
84 H 9.3767 -4.9080 -6.1992
85 H 8.6843 -5.2608 -4.6163
86 C -6.2182 4.2601 -3.6191
87 C -5.4970 5.5043 -3.8407
88 N -4.9264 6.4859 -4.0140
89 H -7.2469 4.3460 -3.9673
90 H -5.7453 3.4355 -4.1514
91 H -6.2386 4.0066 -2.5594
92 C 5.0735 6.1503 1.2830
93 C 5.3210 5.6560 -0.0609
94 N 5.5232 5.2258 -1.1062
95 H 5.9774 6.5637 1.7289
96 H 4.3156 6.9321 1.2889
97 H 4.7240 5.3465 1.9289
98 C 9.4919 2.0179 2.8883
99 C 10.8881 1.7159 2.6132
100 N 11.9931 1.4917 2.3968
101 H 9.1490 1.5185 3.7933
102 H 9.3371 3.0885 3.0256
103 H 8.8443 1.7044 2.0724
104 C 4.3228 4.8705 5.3308
105 C 3.9476 6.1546 4.7566
106 N 3.6542 7.1658 4.2989
107 H 4.6681 4.9868 6.3575
108 H 3.4797 4.1804 5.3398
109 H 5.1272 4.4018 4.7640
110 C -5.1084 -7.1115 -2.8599
111 C -3.8216 -7.6827 -3.2287
112 N -2.8061 -8.1319 -3.5199
113 H -5.4380 -7.4704 -1.8886
114 H -5.0649 -6.0243 -2.7993
115 H -5.8777 -7.3719 -3.5783
116 C 2.1659 -1.3181 -6.2451
117 C 2.9901 -2.0974 -5.3360
118 N 3.6403 -2.7089 -4.6156
119 H 2.6578 -0.3835 -6.5104
120 H 1.9737 -1.8704 -7.1635
121 H 1.2059 -1.0764 -5.7892
122 C -8.2491 -9.7155 -0.3520
123 C -7.8938 -9.1710 -1.6515
124 N -7.6073 -8.6901 -2.6532
125 H -7.3966 -10.1940 0.1190
126 H -8.5908 -8.9286 0.3113
127 H -9.0474 -10.4536 -0.4349
128 C -7.0193 6.7033 -7.2891
129 C -7.9355 6.3744 -6.2084
130 N -8.6434 6.1109 -5.3447
131 H -7.4498 7.4544 -7.9495
132 H -6.0834 7.0962 -6.8932
133 H -6.7895 5.8221 -7.8863
134 C 0.1053 -0.0985 3.8005
135 C -1.2375 -0.6305 3.6103
136 N -2.2967 -1.0416 3.4458
137 H 0.1343 0.6043 4.6317
138 H 0.8137 -0.8983 4.0114
139 H 0.4458 0.4268 2.9088
140 C 0.4957 4.6903 6.7483
141 C 0.9035 3.5219 5.9818
142 N 1.2324 2.6047 5.3754
143 H -0.5836 4.8259 6.7047
144 H 0.7802 4.5882 7.7945
145 H 0.9631 5.5940 6.3577
146 C -5.7303 1.1138 5.1766
147 C -7.1204 0.7143 5.0084
148 N -8.2137 0.3945 4.8662
149 H -5.6166 1.7713 6.0371
150 H -5.0907 0.2455 5.3291
151 H -5.3692 1.6445 4.2966
152 C -6.9429 -6.1016 2.6918
153 C -6.8199 -7.4821 2.2479
154 N -6.7234 -8.5662 1.8834
155 H -7.9863 -5.7900 2.7110
156 H -6.5359 -5.9779 3.6942
157 H -6.4046 -5.4310 2.0228
158 C 11.1884 5.8174 2.1582
159 C 9.9729 6.0134 2.9347
160 N 9.0072 6.1360 3.5430
161 H 12.0092 6.4040 2.5674
162 H 11.4892 4.7695 2.1625
163 H 11.0404 6.1206 1.1230
164 C -4.9613 7.1582 1.5177
165 C -4.7037 5.8201 1.0074
166 N -4.5005 4.7671 0.5997
167 H -6.0277 7.3779 1.5110
168 H -4.6025 7.2598 2.5407
169 H -4.4599 7.9094 0.9093
170 C 7.3378 9.0412 5.4055
171 C 7.9062 10.3801 5.4513
172 N 8.3555 11.4352 5.4876
173 H 6.3352 9.0528 4.9785
174 H 7.9479 8.3725 4.7989
175 H 7.2667 8.6102 6.4031